1.
Formula: C8H7N4O4SV
Source: the OMol25 dataset
Level of theory: ωB97M-V/def2-TZVPD

The value obtained for the total energy is -59079.886 eV. Its multiplicity is 3. The frontier orbital gap (alpha / beta) comes out at 7.8 / 7.4 eV. The strongest force on any atom comes out at 3.28 eV Å⁻¹. The molar mass is 306.2 g mol⁻¹. The expectation value of S² is 2.024. As for the total charge: 0.

The geometry in XYZ format:
```
25
C8H7N4O4SV ωB97M-V/def2-TZVPD
V 0.4543 -0.0109 0.0763
N -2.7793 1.7232 -2.0971
C -1.9015 1.3387 -1.1385
S -1.5561 -0.3865 -1.0430
N -1.4266 2.2779 -0.3681
N -0.5519 1.7354 0.5706
C -0.3112 2.4501 1.6006
C 0.4342 1.9449 2.7556
C 0.7277 2.7977 3.8180
C 1.3036 2.3028 4.9742
C 1.5603 0.9388 5.0841
C 1.2700 0.0700 4.0427
C 0.7397 0.5898 2.8785
O 0.4927 -0.2331 1.8150
H -3.0429 1.0702 -2.8091
H -2.9107 2.7069 -2.2568
H -0.7590 3.4398 1.6474
H 0.4894 3.8516 3.7297
H 1.5424 2.9706 5.7905
H 1.9910 0.5456 5.9964
H 1.4621 -0.9915 4.1126
O 1.2028 0.9287 -1.4817
N 2.1349 0.1356 -0.9540
O 3.1717 0.5528 -0.5040
O 1.7545 -1.1553 -0.8914
```



2.
Formula: H13O6
Source: the OMol25 dataset
Level of theory: ωB97M-V/def2-TZVPD

The value obtained for the total energy is -12489.489 eV. The value obtained for the energy above the lowest of the compared OMol25 structures with the same formula, charge and spin is 1.036 eV. The frontier orbital gap comes out at 10.5 eV. The strongest force on any atom comes out at 1.11 eV Å⁻¹. The molar mass is 109.1 g mol⁻¹. As for the total charge: +1.

The geometry in XYZ format:
```
19
H13O6 ωB97M-V/def2-TZVPD
O -3.4539 -1.5198 -0.9870
H -3.0117 -1.7215 -1.8175
H -3.7357 -2.3447 -0.5747
O 2.4933 5.0480 -1.7064
H 2.8802 5.3806 -2.5255
H 2.2376 5.8711 -1.2618
O -0.4064 -2.0019 2.8761
H 0.2461 -1.3612 3.1790
H -0.4217 -2.7494 3.4798
O -0.2705 0.6592 -0.6806
H 0.4458 1.2405 -0.3999
H -0.1199 0.5295 -1.6228
O 2.5209 -0.5192 0.0228
H 3.4356 -0.5253 0.3215
H 2.4400 -0.4020 -0.9228
O -1.1786 -1.5669 0.5395
H -1.0282 -0.6146 0.3125
H -2.1104 -1.7011 0.2202
H -0.9627 -1.7012 1.5475
```



3.
Formula: C32H43LaN7O2SSb
Source: the OMol25 dataset
Level of theory: ωB97M-V/def2-TZVPD

The value obtained for the total energy is -66628.494 eV. The value obtained for the energy above the lowest of the compared OMol25 structures with the same formula, charge and spin is 0.747 eV. The frontier orbital gap comes out at 8.1 eV. The strongest force on any atom comes out at 3.74 eV Å⁻¹. The molar mass is 850.5 g mol⁻¹. As for the total charge: +2.

The geometry in XYZ format:
```
87
C32H43LaN7O2SSb ωB97M-V/def2-TZVPD
La -0.8331 -0.5472 -1.3985
C -2.5121 -0.8964 5.7643
C -2.0852 -0.0719 4.5687
C -1.6788 1.3921 4.9713
C -3.3110 0.0237 3.6224
C -0.8689 -0.6214 3.8549
C 0.1786 -1.0859 4.6438
C 1.3762 -1.5023 4.0885
C 1.6059 -1.3448 2.7217
S 2.9443 -1.6450 1.6570
C 2.0693 -1.0819 0.3284
N 0.8087 -0.7733 0.5875
C 0.5328 -0.9671 1.9385
C -0.6899 -0.5567 2.5173
C 2.5585 -1.0083 -1.0619
C 3.9714 -1.0079 -1.2204
C 4.5470 -0.9608 -2.4475
C 3.7660 -0.9838 -3.5685
C 2.3818 -0.9698 -3.4381
C 1.7109 -0.9951 -2.1911
H -3.4423 -0.5192 6.1243
H -1.8070 -0.9234 6.5883
H -2.6202 -1.9742 5.4674
H -2.3992 1.8149 5.7113
H -1.5455 2.0314 4.1580
H -0.6800 1.2401 5.4278
H -4.1538 0.4131 4.1656
H -3.6523 -0.9069 3.2555
H -3.1880 0.7409 2.8485
H 0.0248 -1.1651 5.6821
H 2.1459 -1.8251 4.7977
H -1.5110 -0.2639 1.8003
H 4.5719 -1.0342 -0.3569
H 5.6841 -1.0517 -2.5818
H 4.1936 -0.9744 -4.5373
H 1.7454 -1.0396 -4.2923
N -0.5561 1.1237 -3.5142
C 0.4679 2.0940 -2.9391
C 0.6693 3.3260 -3.8555
C 1.9397 4.0273 -3.5342
C 3.2614 3.2223 -3.5761
N 3.5424 2.3824 -2.3987
C 3.8663 2.9721 -1.2623
N 3.8840 2.1976 -0.1493
N 4.2463 4.2575 -1.1417
C 0.0815 2.4654 -1.4780
O 0.6498 3.3881 -0.9459
O -0.7022 1.6316 -0.8337
H -0.0612 0.7861 -4.3445
H -1.2274 1.8528 -3.9243
H 1.4283 1.5548 -2.8239
H -0.1606 4.0097 -3.7522
H 0.7820 3.0274 -4.9177
H 1.9263 4.4349 -2.5006
H 2.0716 4.8102 -4.2880
H 4.0429 3.9749 -3.7578
H 3.2845 2.6685 -4.5042
H 3.7363 1.4013 -2.3660
H 3.2862 1.4427 -0.0703
H 4.3680 2.4116 0.6767
H 4.2072 4.9318 -1.8947
H 4.1074 4.5465 -0.2145
N -4.8862 3.6971 2.0342
C -4.9088 2.8464 1.2385
C -4.9043 1.7268 0.3181
C -6.0769 1.0430 -0.0448
C -5.9442 -0.1773 -0.7689
C -4.6806 -0.5358 -1.1727
N -3.5349 0.1375 -0.8752
C -3.6412 1.2949 -0.1660
H -7.0450 1.4247 0.1878
H -6.7184 -0.6847 -1.2312
H -4.5268 -1.4295 -1.7748
H -2.7336 1.8419 0.1272
C -0.7419 -4.4672 1.5265
Sb -0.7247 -4.0960 -0.5642
C 1.3520 -4.4482 -0.9966
C -1.4414 -5.9544 -1.5275
H -0.0159 -3.7770 2.0064
H -0.4730 -5.4801 1.8615
H -1.7475 -4.2342 1.9816
H 1.3967 -5.5346 -0.8927
H 2.1290 -4.2299 -0.2436
H 1.6484 -4.1100 -1.9752
H -1.5713 -5.7389 -2.5829
H -2.4038 -6.3025 -1.0199
H -0.7864 -6.7123 -1.3320
```



4.
Formula: C6H8N2OS3
Source: the OMol25 dataset
Level of theory: ωB97M-V/def2-TZVPD

The value obtained for the total energy is -43884.084 eV. The value obtained for the energy above the lowest of the compared OMol25 structures with the same formula, charge and spin is 1.351 eV. The frontier orbital gap comes out at 7.3 eV. The strongest force on any atom comes out at 1.38 eV Å⁻¹. The molar mass is 220.3 g mol⁻¹. As for the structure (SMILES): C/C(O)=N/C(=S)CC(=S)NC=S. As for the total charge: 0.

The geometry in XYZ format:
```
20
C6H8N2OS3 ωB97M-V/def2-TZVPD
C -3.1320 -0.1555 -0.6285
C -2.0944 -1.0133 0.0089
O -2.5688 -2.0032 0.7638
N -0.8750 -0.7391 -0.1267
C 0.3594 -1.1642 0.0447
S 0.9887 -2.4504 -0.7586
C 1.2092 -0.2893 0.9717
C 2.4442 0.1893 0.2948
S 3.8011 -0.7322 0.2641
N 2.5077 1.3907 -0.3664
C 1.6465 2.4216 -0.5151
S 0.1034 2.5431 0.0012
H -3.0710 0.8485 -0.2137
H -4.1162 -0.5716 -0.4430
H -2.9410 -0.0862 -1.6954
H -1.8673 -2.5703 1.1173
H 1.5081 -0.9271 1.8073
H 0.5955 0.5394 1.3270
H 3.4259 1.5173 -0.7864
H 2.0758 3.2524 -1.0669
```



5.
Formula: C2H7NO
Source: the OMol25 dataset
Level of theory: ωB97M-V/def2-TZVPD

The value obtained for the total energy is -5724.567 eV. The value obtained for the energy above the lowest of the compared OMol25 structures with the same formula, charge and spin is 0.675 eV. The frontier orbital gap comes out at 10.5 eV. The strongest force on any atom comes out at 0.36 eV Å⁻¹. The molar mass is 61.1 g mol⁻¹. As for the structure (SMILES): NCCO. As for the total charge: 0.

The geometry in XYZ format:
```
11
C2H7NO ωB97M-V/def2-TZVPD
N 1.3733 0.7482 -0.5745
C 0.1909 -0.1165 -0.6121
C -0.6219 -0.0111 0.6800
O -1.2160 -1.2882 0.9303
H 2.1885 0.2960 -0.9633
H 1.2172 1.5843 -1.1242
H -0.4603 0.1442 -1.4482
H 0.4791 -1.1620 -0.7248
H 0.0111 0.2788 1.5303
H -1.4039 0.7498 0.5775
H -1.7580 -1.2236 1.7290
```